1.
Entry from the OMol25 dataset: 6 unconnected molecules or ions with the total composition C7H26O7 in a non-equilibrium geometry (the ωB97M-V functional and the def2-TZVPD basis).

Geometry as XYZ:
```
40
C7H26O7 (the ωB97M-V functional and the def2-TZVPD basis)
O 6.04139 9.80685 8.03884
C 6.69361 8.64185 8.63443
C 7.61183 9.12690 9.77410
O 8.88678 9.66626 9.31616
H 6.63334 10.51102 7.77195
H 5.92537 8.01297 8.96974
H 7.35935 8.15049 7.84147
H 7.81105 8.33325 10.53354
H 7.13293 9.91033 10.35555
H 9.63442 9.13637 9.63429
C 12.23262 7.44478 10.72297
O 11.25302 7.89349 9.75722
H 11.60566 7.07100 11.56236
H 12.78784 6.64781 10.24365
H 12.86438 8.22804 11.08436
H 11.80152 8.46493 9.09908
C 12.68832 8.23882 7.13407
O 12.55972 9.34414 8.09120
H 13.47290 7.51936 7.50092
H 11.66814 7.79926 6.99289
H 12.92357 8.71996 6.20582
H 11.77912 9.81847 7.74533
C 8.59071 4.80577 12.71920
O 8.00935 6.08760 12.52298
H 9.55844 4.87428 13.10333
H 7.97425 4.19310 13.40737
H 8.66218 4.28701 11.74898
H 8.58965 6.61443 12.01946
C 9.39752 9.68929 6.10642
O 10.26435 10.40131 6.91055
H 8.33326 9.81774 6.46781
H 9.40259 9.97993 5.09094
H 9.46607 8.63892 6.20495
H 9.81864 10.37307 7.77701
C 9.96520 4.81891 9.05686
O 9.34588 5.89684 9.82578
H 10.30393 4.01021 9.66473
H 9.25950 4.45275 8.36298
H 10.82845 5.16278 8.52440
H 9.96064 6.68348 9.75147
```

The energy above the lowest of the compared OMol25 structures with the same formula, charge and spin comes out at 335.9 kJ/mol. As for the HOMO-LUMO gap: 10.57 eV. The total charge is 0. The value obtained for the LUMO energy is 0.606 eV. For the HOMO energy, the calculation gives -9.96 eV.

2.
Entry from the OMol25 dataset: a molecular structure, C15H20Br2ClIO10S in a non-equilibrium geometry (the ωB97M-V functional and the def2-TZVPD basis).

Geometry as XYZ:
```
50
C15H20Br2ClIO10S (the ωB97M-V functional and the def2-TZVPD basis)
C 2.35433 2.49549 0.53169
C 1.28053 1.44528 0.60739
Br 0.49992 1.37799 2.31334
C 0.89564 0.63909 -0.39607
Br 1.82303 0.99163 -2.02006
C -0.16956 -0.50332 -0.36549
Cl -0.14676 -1.23279 -1.99832
O 0.14268 -1.56085 0.53182
S -0.96343 -1.72384 1.70398
O -0.34011 -1.53063 2.95965
O -1.69443 -2.91993 1.53385
O -1.82388 -0.42900 1.31806
C -1.65253 -0.12362 -0.05687
I -2.97995 -1.61273 -1.12512
C -2.11618 1.24412 -0.55582
C -2.87990 2.10117 0.46670
C -3.31915 3.37365 -0.29389
C -4.12802 1.39998 1.03790
H 2.31754 3.04750 -0.40090
H 2.30371 3.15747 1.39097
H 3.31997 1.98768 0.60086
H -2.76575 1.09790 -1.41272
H -1.24346 1.79018 -0.91930
H -2.19999 2.41432 1.25912
H -3.36588 4.24217 0.36095
H -4.32538 3.22617 -0.69154
H -2.68519 3.58482 -1.15589
H -3.92836 1.03150 2.04350
H -4.40508 0.54976 0.41720
H -4.96333 2.09305 1.10709
C 3.83867 0.48764 5.37098
C 4.70298 0.64740 4.13418
O 4.09219 1.76469 3.48291
C 3.42792 2.49152 4.41634
O 2.95474 3.56236 4.22050
O 3.37572 1.82420 5.59052
H 4.38517 0.12932 6.23886
H 2.97663 -0.15788 5.19577
H 5.73599 0.90329 4.37617
H 4.69202 -0.22312 3.48393
C -0.57080 -5.13920 -5.99783
C 0.06299 -3.79193 -6.29219
O -0.22237 -3.05837 -5.09864
C -0.41602 -3.94344 -4.08937
O -0.50536 -3.64222 -2.94462
O -0.49150 -5.20539 -4.57143
H -0.04070 -5.97518 -6.44548
H -1.62056 -5.17962 -6.29287
H 1.14548 -3.85760 -6.41356
H -0.36427 -3.29070 -7.15625
```

As for the HOMO-LUMO gap: 8.52 eV. The total charge is 0. The value obtained for the LUMO energy is -0.068 eV. For the HOMO energy, the calculation gives -8.59 eV.

Question: Which value of HOMO-LUMO gap does entry 1 give?
Answer: 10.57 eV

Question: The highest HOMO-LUMO gap belongs to which entry?
Answer: C7H26O7

Question: What is the formula in the first record?
Answer: C7H26O7

Question: Look up the HOMO of the first one.
Answer: -9.96 eV